This record from the OMol25 dataset describes a single S2 molecule. The level of theory is ωB97M-V/def2-TZVPD.

For the energy relative to the best compared isomer or geometry (same formula, charge and spin), the calculation gives 3.339 eV. The energy is -796.19824 Eh. As for the LUMO energy: -4.23 eV. The total charge is 0. The calculation puts the gap between HOMO and LUMO at 5.502 eV.

Structure (XYZ):
```
2
S2, DFT ωB97M-V/def2-TZVPD
S 0.0000 0.0000 1.2938
S 0.0000 0.0000 -1.2938
```